No. 1
DFT (ωB97M-V with the def2-TZVPD basis set) results for a 2-piece molecular cluster, CH3IS overall at a distorted geometry.

The geometry in XYZ format:
```
6
Properties=species:S:1:pos:R:3:nbo_charge:R:1
I -3.981 0.635 0.312 -0.020
S 0.302 0.990 -0.482 0.042
C 1.063 -0.609 -0.234 -0.531
H 1.285 -0.860 0.737 0.176
H 1.608 -1.145 -1.060 0.204
H -0.278 0.988 0.726 0.130
```

Its LUMO energy (alpha / beta) is 0.07 / -3.26 eV. As for the HOMO-LUMO gap (alpha / beta): 0.3798 / 0.1684 Eh. As for the largest force on an atom: 3.2 eV/Å. Its multiplicity is 1.

No. 2
DFT (ωB97M-V with the def2-TZVPD basis set) results for CH3InNO2 as an isolated structure at a distorted geometry.

The geometry in XYZ format:
```
8
Properties=species:S:1:pos:R:3:nbo_charge:R:1
In 3.610 -0.773 1.853 1.589
O -1.081 -0.733 1.186 0.202
O 0.989 -0.535 0.528 -0.080
N -0.241 -0.386 0.502 0.574
C -0.745 0.503 -0.866 -0.233
H -0.220 1.461 -0.769 0.309
H -1.826 0.593 -0.708 0.320
H -0.485 -0.130 -1.726 0.320
```

Its LUMO energy is -21.76 eV. As for the HOMO-LUMO gap: 0.1649 Eh. As for the largest force on an atom: 4.8 eV/Å. Its total charge is +3. Its multiplicity is 1.

No. 3
DFT (ωB97M-V with the def2-TZVPD basis set) results for one molecule with the formula CH3N.

The geometry in XYZ format:
```
5
Properties=species:S:1:pos:R:3:nbo_charge:R:1
N 0.020 -0.259 0.874 -0.590
C 0.210 -0.014 -0.338 -0.042
H -0.846 0.136 1.238 0.331
H -0.483 0.548 -0.965 0.142
H 1.099 -0.411 -0.808 0.159
```

Its LUMO energy is 1.29 eV. As for the HOMO-LUMO gap: 0.4191 Eh. As for the largest force on an atom: 1.0 eV/Å. The SMILES is C=N. Its multiplicity is 1.

No. 4
DFT (ωB97M-V with the def2-TZVPD basis set) results for a 2-piece molecular cluster, CH3N2O2 overall at a distorted geometry.

The geometry in XYZ format:
```
8
Properties=species:S:1:pos:R:3:nbo_charge:R:1
O 1.573 1.227 0.137 -0.598
O 3.444 0.216 0.061 0.182
N 3.785 -0.803 -0.170 0.632
N 0.068 -0.402 -0.157 -0.764
C 0.401 0.840 0.221 0.541
H -0.724 -0.873 0.160 0.424
H 0.736 -0.897 -0.741 0.393
H -0.348 1.395 0.889 0.190
```

Its LUMO energy (alpha / beta) is -8.33 / -8.32 eV. As for the HOMO-LUMO gap (alpha / beta): 0.2555 / 0.2560 Eh. As for the largest force on an atom: 5.0 eV/Å. Its total charge is +1. Its multiplicity is 1.

No. 5
DFT (ωB97M-V with the def2-TZVPD basis set) results for CH3N2O2P as an isolated structure at a distorted geometry.

The geometry in XYZ format:
```
9
Properties=species:S:1:pos:R:3:nbo_charge:R:1
P 0.705 0.920 -1.127 1.920
O 0.033 -0.943 0.047 -0.588
O 0.888 1.677 0.112 -1.050
N -0.516 1.017 -2.002 -1.216
N -0.463 -1.423 2.281 -0.718
C -0.224 -1.183 1.166 0.903
H 1.709 0.121 -1.701 -0.067
H -1.124 -1.935 2.843 0.447
H -1.008 1.748 -1.619 0.369
```

Its LUMO energy is 0.54 eV. As for the HOMO-LUMO gap: 0.3941 Eh. As for the largest force on an atom: 3.3 eV/Å. Its multiplicity is 1.

No. 6
DFT (ωB97M-V with the def2-TZVPD basis set) results for CH3N2O2P as an isolated structure at a distorted geometry.

The geometry in XYZ format:
```
9
Properties=species:S:1:pos:R:3:nbo_charge:R:1
P 0.469 -0.432 1.734 1.403
O -0.128 1.272 -1.812 -0.518
O 1.540 -0.284 2.704 -1.036
N -1.152 -0.475 -0.753 -0.828
N 0.990 0.238 0.424 -1.163
C -0.303 0.447 -1.005 0.887
H 1.523 0.938 0.006 0.419
H -1.988 -0.651 -1.335 0.425
H -0.950 -1.053 0.039 0.412
```

Its LUMO energy is 0.31 eV. As for the HOMO-LUMO gap: 0.3727 Eh. As for the largest force on an atom: 6.6 eV/Å. Its multiplicity is 1.

No. 7
DFT (ωB97M-V with the def2-TZVPD basis set) results for CH3N2O2S as an isolated structure at a distorted geometry.

The geometry in XYZ format:
```
9
Properties=species:S:1:pos:R:3:nbo_charge:R:1
S 1.977 -0.760 0.547 1.891
O 2.303 0.125 1.612 -0.991
O 3.140 -1.129 -0.285 -0.983
N 0.728 -0.339 -0.301 -0.832
N -0.557 0.573 0.557 -0.156
C -1.691 0.476 -0.338 -0.531
H -2.670 0.861 0.030 0.191
H -1.299 0.786 -1.353 0.212
H -1.931 -0.595 -0.471 0.199
```

Its LUMO energy (alpha / beta) is 4.01 / 3.95 eV. As for the HOMO-LUMO gap (alpha / beta): 0.2589 / 0.3072 Eh. As for the largest force on an atom: 5.0 eV/Å. Its total charge is -1. Its multiplicity is 1.

No. 8
DFT (ωB97M-V with the def2-TZVPD basis set) results for an isolated ion of composition CH3N2O2S and charge -1 at a distorted geometry.

The geometry in XYZ format:
```
9
Properties=species:S:1:pos:R:3:nbo_charge:R:1
S 2.364 -0.055 -0.331 1.546
O 2.166 1.416 -0.007 -0.974
O 3.010 -0.795 0.774 -1.010
N -0.512 -0.425 -0.715 -0.255
N 0.740 -0.274 0.064 -0.426
C -1.693 -0.041 -0.045 -0.453
H -2.060 0.875 -0.524 0.197
H -2.431 -0.832 -0.247 0.186
H -1.582 0.130 1.030 0.190
```

Its LUMO energy is 3.98 eV. As for the HOMO-LUMO gap: 0.2918 Eh. As for the largest force on an atom: 10.3 eV/Å. Its total charge is -1. Its multiplicity is 1.

No. 9
DFT (ωB97M-V with the def2-TZVPD basis set) results for CH3N2O3S as an isolated structure at a distorted geometry.

The geometry in XYZ format:
```
10
Properties=species:S:1:pos:R:3:nbo_charge:R:1
S 2.358 0.223 -0.376 1.445
O 2.751 0.444 1.019 -0.972
O -0.571 -2.105 0.217 -0.730
O 1.624 -1.753 0.010 -0.779
N 0.902 0.650 -0.695 -0.687
N 0.100 0.997 0.406 -0.681
C 0.416 -1.638 -0.330 0.614
H 0.500 0.583 1.257 0.359
H 0.248 -1.136 -1.329 0.070
H -0.831 0.612 0.273 0.361
```

Its LUMO energy is 3.67 eV. As for the HOMO-LUMO gap: 0.2807 Eh. As for the largest force on an atom: 2.6 eV/Å. Its total charge is -1. Its multiplicity is 1.

No. 10
DFT (ωB97M-V with the def2-TZVPD basis set) results for a 2-piece molecular cluster, CH3N2O3S overall at a distorted geometry.

The geometry in XYZ format:
```
10
Properties=species:S:1:pos:R:3:nbo_charge:R:1
S -0.839 -0.686 -0.326 2.444
O -0.254 -0.847 0.924 -0.732
O -0.957 0.837 -0.815 -0.405
O -1.109 -1.695 -1.249 -0.701
N -2.176 0.644 -0.003 -0.500
N 2.495 0.289 -0.042 -0.390
C 3.549 0.042 0.288 0.144
H -2.112 0.923 0.948 0.442
H 4.441 -0.249 0.784 0.248
H -3.040 0.742 -0.511 0.451
```

Its LUMO energy is -6.06 eV. As for the HOMO-LUMO gap: 0.3699 Eh. As for the largest force on an atom: 2.8 eV/Å. Its total charge is +1. Its multiplicity is 1.

No. 11
DFT (ωB97M-V with the def2-TZVPD basis set) results for a 2-piece molecular cluster, CH3N2O4 overall at a distorted geometry.

The geometry in XYZ format:
```
10
Properties=species:S:1:pos:R:3:nbo_charge:R:1
O 0.323 -1.123 0.796 -0.284
O -2.882 0.079 0.419 -0.567
O 1.598 -2.227 -0.633 -0.403
O -2.186 -1.694 -0.625 -0.623
N 1.062 -2.145 0.473 0.354
N -3.035 -1.108 0.144 0.227
C 0.193 -0.060 -0.142 -0.336
H 0.073 0.857 0.407 0.190
H 1.148 -0.175 -0.748 0.181
H -0.697 -0.150 -0.705 0.260
```

Its LUMO energy is 4.11 eV. As for the HOMO-LUMO gap: 0.2643 Eh. As for the largest force on an atom: 3.0 eV/Å. Its total charge is -1. Its multiplicity is 1.

No. 12
DFT (ωB97M-V with the def2-TZVPD basis set) results for a 3-piece molecular cluster, CH3N2O6S overall at a distorted geometry.

The geometry in XYZ format:
```
13
Properties=species:S:1:pos:R:3:nbo_charge:R:1
S 0.911 0.418 -0.081 2.387
O 1.677 1.492 -0.640 -0.991
O -0.645 2.780 -0.937 -0.608
O -0.467 0.470 1.962 -0.261
O -0.112 1.691 -2.840 -0.586
O 1.569 -0.845 0.140 -0.988
O -0.307 0.248 -0.842 -0.967
N 0.540 1.026 1.601 -0.033
N -0.754 -2.553 0.868 -1.080
C -0.317 2.011 -1.748 1.048
H -0.440 -2.297 -0.036 0.375
H -1.600 -2.195 1.049 0.343
H -0.054 -2.246 1.504 0.362
```

Its LUMO energy (alpha / beta) is 2.82 / 2.82 eV. As for the HOMO-LUMO gap (alpha / beta): 0.3143 / 0.3144 Eh. As for the largest force on an atom: 4.1 eV/Å. Its total charge is -1. Its multiplicity is 1.

No. 13
DFT (ωB97M-V with the def2-TZVPD basis set) results for an isolated ion of composition CH3N2O9P2 and charge -1 at a distorted geometry.

The geometry in XYZ format:
```
17
Properties=species:S:1:pos:R:3:nbo_charge:R:1
P 1.350 -0.104 -0.108 2.134
P -0.363 -2.027 -0.093 2.530
O -0.292 -3.470 0.017 -1.061
O 2.732 -0.411 -0.200 -1.089
O -1.880 -1.537 -0.016 -0.799
O 0.386 -1.138 -1.231 -1.052
O 1.869 2.248 -1.500 -0.386
O 0.523 -1.097 1.015 -1.061
O 1.980 0.978 2.209 -0.365
O 0.266 2.000 1.298 -0.434
O 0.020 1.409 -2.152 -0.411
N 0.984 1.444 -1.409 0.346
N 1.200 1.218 1.329 0.336
C -2.128 -0.154 0.107 -0.277
H -1.267 0.343 -0.288 0.208
H -3.202 -0.061 -0.082 0.198
H -2.179 0.358 1.102 0.181
```

Its LUMO energy is 3.42 eV. As for the HOMO-LUMO gap: 0.3638 Eh. As for the largest force on an atom: 3.6 eV/Å. Its total charge is -1. Its multiplicity is 1.

No. 14
DFT (ωB97M-V with the def2-TZVPD basis set) results for an isolated ion of composition CH3N2OS and charge +1 at a distorted geometry.

The geometry in XYZ format:
```
8
Properties=species:S:1:pos:R:3:nbo_charge:R:1
S -0.589 -1.498 2.789 0.817
O -0.615 -0.376 1.672 -0.320
N -0.095 -0.513 0.365 -0.203
N 0.113 1.592 -0.913 -0.535
C 0.151 0.362 -0.655 0.200
H 0.592 -0.161 -1.501 0.220
H -0.049 -1.418 -0.019 0.415
H 0.492 2.011 -1.737 0.406
```

Its LUMO energy (alpha / beta) is -9.20 / -9.15 eV. As for the HOMO-LUMO gap (alpha / beta): 0.2010 / 0.2020 Eh. As for the largest force on an atom: 5.2 eV/Å. Its total charge is +1. Its multiplicity is 1.

No. 15
DFT (ωB97M-V with the def2-TZVPD basis set) results for one molecule with the formula CH3N3O at a distorted geometry.

The geometry in XYZ format:
```
8
Properties=species:S:1:pos:R:3:nbo_charge:R:1
O -2.421 0.025 0.060 -0.583
N 1.166 -1.242 0.036 -0.305
N 0.982 0.044 -0.049 -0.047
N -0.262 0.669 0.161 -0.460
C -1.222 -0.238 0.086 0.265
H 1.746 0.655 -0.242 0.407
H -0.248 1.727 -0.126 0.372
H 0.259 -1.640 0.074 0.352
```

Its LUMO energy (alpha / beta) is -1.24 / -1.56 eV. As for the HOMO-LUMO gap (alpha / beta): 0.2233 / 0.1983 Eh. As for the largest force on an atom: 4.7 eV/Å. Its multiplicity is 1.

No. 16
DFT (ωB97M-V with the def2-TZVPD basis set) results for a 2-piece molecular cluster, CH3N3O overall at a distorted geometry.

The geometry in XYZ format:
```
8
Properties=species:S:1:pos:R:3:nbo_charge:R:1
O -2.536 -2.510 1.713 -0.527
N 0.869 0.741 -0.417 -0.245
N -0.925 -1.407 0.431 -0.757
N 1.314 1.689 -0.972 -0.348
C -1.650 -1.960 1.209 0.846
H -0.079 -0.985 0.409 0.427
H 1.972 1.767 -1.695 0.318
H 1.037 2.666 -0.677 0.285
```

Its LUMO energy is 0.68 eV. As for the HOMO-LUMO gap: 0.3482 Eh. As for the largest force on an atom: 3.8 eV/Å. Its multiplicity is 1.

No. 17
DFT (ωB97M-V with the def2-TZVPD basis set) results for one molecule with the formula CH3N3O2 at a distorted geometry.

The geometry in XYZ format:
```
9
Properties=species:S:1:pos:R:3:nbo_charge:R:1
O 2.037 0.008 0.458 -0.095
O -0.885 1.476 0.609 -0.365
N -1.030 0.314 0.291 -0.054
N 1.090 -0.909 0.598 -0.127
N 1.631 0.959 -0.309 -0.283
C -0.207 -0.716 0.260 0.067
H -2.069 -0.088 0.298 0.334
H 2.156 1.821 -0.175 0.316
H -0.751 -1.707 0.158 0.208
```

Its LUMO energy (alpha / beta) is -0.09 / -0.83 eV. As for the HOMO-LUMO gap (alpha / beta): 0.3227 / 0.3006 Eh. As for the largest force on an atom: 4.7 eV/Å. Its multiplicity is 1.

No. 18
DFT (ωB97M-V with the def2-TZVPD basis set) results for one molecule with the formula CH3N3O2S at a distorted geometry.

The geometry in XYZ format:
```
10
Properties=species:S:1:pos:R:3:nbo_charge:R:1
S -0.822 2.163 0.495 0.197
O -1.959 -1.054 -0.980 -0.178
O -0.753 -0.814 0.816 -0.400
N -1.853 -1.260 0.216 0.266
N 0.416 1.137 -0.135 -0.632
N 1.355 -0.946 -0.147 -0.839
C 0.322 -0.119 0.108 0.647
H 1.593 -1.842 0.345 0.430
H -0.384 3.230 0.067 0.088
H 2.085 -0.496 -0.786 0.421
```

Its LUMO energy (alpha / beta) is 0.74 / -2.48 eV. As for the HOMO-LUMO gap (alpha / beta): 0.3284 / 0.2215 Eh. As for the largest force on an atom: 4.2 eV/Å. Its multiplicity is 3.

No. 19
DFT (ωB97M-V with the def2-TZVPD basis set) results for CH3N3OS as an isolated structure at a distorted geometry.

The geometry in XYZ format:
```
9
Properties=species:S:1:pos:R:3:nbo_charge:R:1
S -0.391 -1.572 0.981 0.236
O 0.757 -0.807 -1.426 -0.613
N 0.957 -0.622 0.773 -0.787
N -1.292 -0.106 -0.494 0.035
N -2.003 -0.642 -1.208 -0.301
C 1.322 -0.341 -0.485 0.522
H -2.087 -0.438 -2.201 0.377
H 2.230 0.397 -0.658 0.119
H 1.579 -0.347 1.536 0.412
```

Its LUMO energy (alpha / beta) is -0.07 / -0.79 eV. As for the HOMO-LUMO gap (alpha / beta): 0.2985 / 0.2686 Eh. As for the largest force on an atom: 3.1 eV/Å. Its multiplicity is 1.

No. 20
DFT (ωB97M-V with the def2-TZVPD basis set) results for one molecule with the formula CH3N3OS at a distorted geometry.

The geometry in XYZ format:
```
9
Properties=species:S:1:pos:R:3:nbo_charge:R:1
S 1.399 -0.694 -0.664 1.835
O 2.116 -0.673 -1.896 -0.863
N -1.046 0.024 -0.203 -0.238
N 1.918 -0.911 0.664 -0.893
N -0.348 -0.404 -1.180 -0.511
C -0.703 0.614 0.921 -0.188
H -1.562 1.142 1.475 0.201
H 0.264 0.524 1.301 0.233
H -2.038 0.376 -0.417 0.424
```

Its LUMO energy (alpha / beta) is -0.47 / -0.47 eV. As for the HOMO-LUMO gap (alpha / beta): 0.3315 / 0.3314 Eh. As for the largest force on an atom: 5.4 eV/Å. Its multiplicity is 1.